(1)
The following is a quantum chemistry calculation of a structure of composition C2HCeO3, from OMol25.

CARTESIAN COORDINATES (ANGSTROEM)
H -2.14146 2.44915 -0.03667
O -0.20275 1.73766 0.04446
O -2.23016 -1.31602 0.07426
O 0.00898 -1.47208 -0.15296
C -1.38730 1.66464 0.18454
C -1.13801 -1.73964 -0.05540
Ce 1.74308 0.29332 -0.22072

Calculated values
- <S²>: 2.008
- Energy above the lowest of the compared OMol25 structures with the same formula, charge and spin: 0.0 kcal per mole
- Multiplicity: 3
- LUMO energy (alpha / beta): -17.59 / -16.20 eV
- Frontier orbital gap (alpha / beta): 5.46 / 10.05 eV
- Energy: -776.26401 a.u.
- Net charge: +3

=====

(2)
The following is a quantum chemistry calculation of a cluster of 3 separate species, C8H17NO in total, from OMol25.

CARTESIAN COORDINATES (ANGSTROEM)
C -2.34427 -0.33496 0.46428
C -1.30680 1.97865 1.03873
C -1.53540 -1.43983 1.16133
C -1.83739 -0.11241 -0.95917
C -2.31661 0.90382 1.35318
O -3.08263 1.00998 2.28275
H -3.39154 -0.65338 0.43174
H -1.17978 2.62853 1.90184
H -0.35044 1.55504 0.74411
H -1.67018 2.56413 0.19280
H -0.47306 -1.20029 1.15925
H -1.87206 -1.57186 2.18811
H -1.66389 -2.38225 0.62927
H -0.77209 0.11463 -0.95962
H -2.00794 -1.01305 -1.54867
H -2.36660 0.70241 -1.45123
C 3.43601 -1.36742 -0.53529
C 2.47807 -0.36311 -0.07876
N 1.98601 0.53152 -1.99741
C 1.91244 0.40730 0.70923
H 1.34705 0.07052 -2.63859
H 2.80643 0.89592 -2.47061
H 4.30207 -0.88978 -0.99803
H 3.82466 -1.94270 0.30499
H 2.94584 -2.03825 -1.23974
H 1.62790 0.69130 1.69196
H 1.50421 1.25552 -1.37647

Calculated values
- Energy above the lowest of the compared OMol25 structures with the same formula, charge and spin: 94.3 kcal per mole
- Structure (SMILES): CC(=O)C(C)C.C#CC.N
- LUMO energy: 0.70 eV
- Frontier orbital gap: 9.03 eV
- Energy: -444.89767 a.u.

=====

(3)
The following is a quantum chemistry calculation of a structure of composition C29H30N5O6STm, from OMol25.

CARTESIAN COORDINATES (ANGSTROEM)
Tm -0.53444 1.01271 -0.37829
O -2.69003 0.80471 -0.28873
C -3.48181 -0.07997 -0.77675
C -4.54274 -0.59603 0.02119
C -5.14044 -1.79956 -0.34329
C -4.80999 -2.46416 -1.52267
C -3.96841 -1.83530 -2.42111
C -3.24173 -0.66278 -2.07966
C -2.27546 -0.08406 -2.94514
N -1.27038 0.70848 -2.61123
C -0.35219 1.09447 -3.70816
C 0.83788 1.96066 -3.23848
N 0.68493 2.38348 -1.83253
C 1.38786 3.44068 -1.49759
C 1.44233 4.08381 -0.21886
C 2.54509 4.90560 0.10569
C 2.83561 5.28819 1.41267
C 1.89917 5.00465 2.41725
C 0.75156 4.28956 2.12791
C 0.50702 3.73745 0.83741
O -0.43763 2.86749 0.65118
H -4.75277 -0.13594 0.97676
H -5.89905 -2.27139 0.27007
H -5.22958 -3.43427 -1.77800
H -3.77408 -2.21745 -3.43199
H -2.33030 -0.42793 -4.00546
H -0.90783 1.72012 -4.40812
H 0.00235 0.16822 -4.22027
H 0.93773 2.80625 -3.92116
H 1.74974 1.33254 -3.30949
H 1.98334 3.90604 -2.27460
H 3.18277 5.20468 -0.71865
H 3.72628 5.87844 1.57225
H 2.11216 5.37392 3.41251
H 0.03467 4.12779 2.90908
C -0.58212 -3.25298 -0.01346
N 0.45604 -3.12257 -1.04906
C 0.75469 -4.28698 -1.88760
C 1.58892 -3.88609 -3.09313
C 2.76115 -2.99727 -2.65356
N 2.25072 -1.87452 -1.88431
C 3.13435 -0.73361 -1.62076
C 1.05681 -1.92074 -1.24258
O 0.53960 -0.85957 -0.75657
H -1.56619 -3.38293 -0.50055
H -0.61689 -2.35060 0.60534
H -0.38593 -4.12925 0.63164
H -0.20716 -4.78607 -2.17089
H 1.29837 -5.02895 -1.26003
H 0.95043 -3.37319 -3.85880
H 2.01291 -4.76600 -3.56961
H 3.33384 -2.61569 -3.53455
H 3.47386 -3.57926 -2.05331
H 3.14139 -0.02785 -2.45170
H 4.15226 -1.06707 -1.38721
H 2.76585 -0.19339 -0.77465
O 1.20790 0.80005 1.51543
C 0.33436 0.32502 2.30097
N -0.93300 0.09095 1.86093
S -1.93008 -0.37014 3.07740
O -2.25544 -1.76109 2.86207
O -3.06065 0.48846 3.31581
C -0.71328 -0.11206 4.33507
C -0.87152 -0.14280 5.70177
C 0.21441 0.23957 6.47215
C 1.45481 0.50196 5.87940
C 1.62698 0.46119 4.50424
C 0.49724 0.15216 3.72111
H -1.82984 -0.43318 6.13588
H 0.15495 0.44063 7.54718
H 2.26470 0.74153 6.54508
H 2.54395 0.72123 3.96713

Calculated values
- <S²>: 2.002
- Energy above the lowest of the compared OMol25 structures with the same formula, charge and spin: 0.0 kcal per mole
- Multiplicity: 3
- LUMO energy (alpha / beta): 0.09 / 0.09 eV
- Frontier orbital gap (alpha / beta): 7.50 / 7.50 eV
- Energy: -3331.89846 a.u.

=====

> What is the formula in the third record?

C29H30N5O6STm

=====

> energy of number 3 (C29H30N5O6STm)?

-3331.89846 a.u.

=====

> Which of these has the highest energy above the lowest of the compared OMol25 structures with the same formula, charge and spin?

C8H17NO

=====

> What is the energy above the lowest of the compared OMol25 structures with the same formula, charge and spin in the third record?

0.0 kcal per mole